Entry 1:
Computed, not measured: 2 unconnected molecules or ions with the total composition C4H11NO2S, with ωB97M-V/def2-TZVPD.

Element x y z (Å)
1 C -0.389 1.799 0.341
2 N 0.541 0.871 -0.256
3 C -0.180 -0.571 -0.280
4 C 0.080 -1.215 1.042
5 S 1.595 -1.716 1.881
6 C -1.831 -0.291 -0.810
7 O -2.513 0.200 0.226
8 H 0.027 2.671 0.780
9 H -1.132 1.383 1.073
10 H -1.045 2.280 -0.514
11 H 1.390 0.818 0.292
12 H 0.372 -1.057 -1.096
13 H -0.481 -2.172 1.081
14 H -0.396 -0.582 1.761
15 H -2.144 -1.311 -0.868
16 H -1.796 0.259 -1.699
17 H 1.937 -0.215 -1.178
18 H 3.097 -0.581 -0.441
19 O 2.868 -0.570 -1.335

Computed properties:
* gap between HOMO and LUMO: 5.4 eV
* relative energy (zero: lowest compared OMol25 entry of this formula, charge and spin): 287.4 kJ/mol
* electronic energy: -762.274538 hartree
* largest force on an atom: 0.1158 Eh/bohr
* HOMO: 0.75 eV
* net charge: -2


Entry 2:
Computed, not measured: 2 unconnected molecules or ions with the total composition C4H11NO2S, with ωB97M-V/def2-TZVPD.

Element x y z (Å)
1 C -0.511 1.696 -0.517
2 C -0.363 0.217 0.106
3 C 0.693 0.155 1.169
4 S 2.514 0.312 0.551
5 N -1.705 -0.318 0.771
6 C -2.907 -0.495 -0.254
7 O -3.730 0.556 -0.512
8 H 0.371 2.218 -0.964
9 H -1.322 1.720 -1.219
10 H -0.854 2.225 0.370
11 H -0.245 -0.639 -0.645
12 H 0.447 -0.747 1.718
13 H 0.467 0.985 1.691
14 H -2.247 0.409 1.384
15 H -3.402 -1.369 0.242
16 H -2.475 -0.768 -1.229
17 H 3.020 -1.350 -1.074
18 H 2.532 -2.534 -0.818
19 O 2.973 -2.100 -1.576

Computed properties:
* gap between HOMO and LUMO: 6.0 eV
* relative energy (zero: lowest compared OMol25 entry of this formula, charge and spin): 177.7 kJ/mol
* electronic energy: -762.316304 hartree
* largest force on an atom: 0.1025 Eh/bohr
* HOMO: 0.08 eV
* net charge: -2


Entry 3:
Computed, not measured: 2 unconnected molecules or ions with the total composition C4H11NO2S, with ωB97M-V/def2-TZVPD.

Element x y z (Å)
1 C -0.291 0.461 -1.534
2 C -1.068 0.295 -0.194
3 C -1.215 -0.942 0.631
4 S -2.659 -1.849 -0.172
5 C 0.983 -0.246 -1.289
6 N 2.051 0.574 -0.906
7 O 1.107 -1.456 -1.333
8 H -0.213 1.583 -1.811
9 H -0.852 0.106 -2.401
10 H -0.406 1.051 0.546
11 H -2.014 0.868 -0.165
12 H -0.192 -1.392 0.888
13 H -1.517 -0.753 1.678
14 H -2.324 -1.363 -1.344
15 H 2.879 0.209 -0.554
16 H 1.748 1.501 -0.484
17 H 1.503 0.395 2.120
18 H 1.273 0.115 3.439
19 O 1.206 0.843 2.883

Computed properties:
* gap between HOMO and LUMO: 9.5 eV
* relative energy (zero: lowest compared OMol25 entry of this formula, charge and spin): 151.9 kJ/mol
* electronic energy: -762.391480 hartree
* SMILES string: NC(=O)CCCS.O
* largest force on an atom: 0.1153 Eh/bohr
* HOMO: -9.03 eV


Entry 4:
Computed, not measured: 4 unconnected molecules or ions with the total composition C4H11NO2S, with ωB97M-V/def2-TZVPD.

Element x y z (Å)
1 O 2.730 -1.223 0.351
2 C 3.746 -0.641 -0.100
3 N 3.823 0.578 -0.571
4 C -0.234 0.546 0.700
5 C 0.980 1.079 0.918
6 S -3.456 0.193 0.517
7 C -0.428 -0.895 0.488
8 H 4.690 -1.215 0.006
9 H 4.624 0.591 -1.204
10 H -1.113 1.204 0.530
11 H 1.897 0.556 0.569
12 H 1.131 2.053 1.370
13 H -4.536 0.658 1.143
14 H -1.098 -1.041 -0.359
15 H 0.509 -1.442 0.368
16 H -0.842 -1.399 1.372
17 H -2.651 0.304 -1.403
18 H -2.512 -0.260 -2.870
19 O -2.088 0.282 -2.201

Computed properties:
* gap between HOMO and LUMO: 3.0 eV
* relative energy (zero: lowest compared OMol25 entry of this formula, charge and spin): 825.9 kJ/mol
* electronic energy: -762.134773 hartree
* largest force on an atom: 0.0220 Eh/bohr
* HOMO: -8.26 eV


Entry 5:
Computed, not measured: 3 unconnected molecules or ions with the total composition C4H11NO3, with ωB97M-V/def2-TZVPD.

Element x y z (Å)
1 O -2.040 1.824 -0.851
2 C -1.553 0.734 -0.923
3 C -1.228 -0.186 0.280
4 C -0.790 0.672 1.511
5 N -2.214 -1.082 0.592
6 C 1.410 -1.332 -1.508
7 O 1.191 -0.153 -0.832
8 H -1.264 0.420 -1.939
9 H -0.359 -0.791 -0.003
10 H -0.705 0.033 2.384
11 H -1.435 1.516 1.748
12 H 0.169 1.067 1.169
13 H -3.119 -0.602 0.710
14 H 1.263 -1.215 -2.591
15 H 2.415 -1.738 -1.332
16 H 0.677 -2.093 -1.160
17 H 3.286 1.113 1.191
18 H 1.954 0.588 0.452
19 O 2.344 1.225 1.102

Computed properties:
* gap between HOMO and LUMO: 4.5 eV
* relative energy (zero: lowest compared OMol25 entry of this formula, charge and spin): 806.0 kJ/mol
* electronic energy: -439.218937 hartree
* largest force on an atom: 0.0414 Eh/bohr
* HOMO: -8.61 eV


Entry 6:
Computed, not measured: 2 unconnected molecules or ions with the total composition C4H11NO3, with ωB97M-V/def2-TZVPD.

Element x y z (Å)
1 C 2.409 0.551 -0.727
2 N 1.072 0.322 -0.159
3 C 1.235 -0.068 1.246
4 C 0.333 -0.668 -0.906
5 C -1.112 -0.840 -0.478
6 O -1.693 -1.773 -1.240
7 O -1.645 -0.321 0.466
8 H 2.870 -0.366 -1.116
9 H 3.068 0.886 0.068
10 H 2.293 1.300 -1.508
11 H 1.719 0.744 1.783
12 H 0.351 -0.480 1.706
13 H 1.972 -0.892 1.371
14 H 0.772 -1.676 -0.842
15 H 0.306 -0.319 -1.938
16 H -2.556 -1.929 -0.956
17 H -1.140 1.564 1.018
18 H -0.173 2.669 1.044
19 O -0.959 2.377 1.519

Computed properties:
* gap between HOMO and LUMO: 9.8 eV
* relative energy (zero: lowest compared OMol25 entry of this formula, charge and spin): 125.9 kJ/mol
* electronic energy: -439.477950 hartree
* SMILES string: CN(C)CC(=O)O.O
* largest force on an atom: 0.0528 Eh/bohr
* HOMO: -9.20 eV


Entry 7:
Computed, not measured: 2 unconnected molecules or ions with the total composition C4H11NO3, with ωB97M-V/def2-TZVPD.

Element x y z (Å)
1 C 0.075 -0.605 1.044
2 C -0.858 -1.541 0.298
3 O -0.339 -2.909 0.325
4 C 0.591 0.514 0.152
5 N 1.826 0.512 -0.396
6 C 2.411 1.766 -0.878
7 O -0.237 1.384 -0.128
8 H -0.494 -0.106 1.852
9 H 0.862 -1.082 1.624
10 H -0.898 -1.416 -0.771
11 H -1.863 -1.522 0.751
12 H -0.644 -3.303 1.157
13 H 2.419 -0.251 -0.116
14 H 3.233 2.156 -0.286
15 H 2.636 1.660 -1.952
16 H 1.586 2.488 -0.880
17 H -2.069 1.161 -0.096
18 H -3.068 1.517 -1.133
19 O -2.991 0.947 -0.369

Computed properties:
* gap between HOMO and LUMO: 10.8 eV
* relative energy (zero: lowest compared OMol25 entry of this formula, charge and spin): 121.8 kJ/mol
* electronic energy: -439.479534 hartree
* SMILES string: CNC(=O)CCO.O
* largest force on an atom: 0.0418 Eh/bohr
* HOMO: -10.05 eV


Entry 8:
Computed, not measured: 2 unconnected molecules or ions with the total composition C4H11NO3, with ωB97M-V/def2-TZVPD.

Element x y z (Å)
1 C 0.518 0.423 1.487
2 O 1.928 0.399 1.391
3 C -0.115 0.246 0.134
4 C -1.631 0.065 0.243
5 C -2.064 -1.223 -0.401
6 O -2.110 -2.257 0.230
7 N 0.345 1.373 -0.689
8 H 0.218 -0.424 2.108
9 H 0.155 1.327 2.003
10 H 2.143 0.986 0.650
11 H 0.426 -0.582 -0.303
12 H -2.002 0.156 1.255
13 H -2.139 0.894 -0.259
14 H -2.318 -1.299 -1.472
15 H 0.087 1.342 -1.669
16 H 0.102 2.298 -0.328
17 H 2.545 -1.571 -0.862
18 H 1.892 -0.607 -1.846
19 O 2.019 -1.547 -1.670

Computed properties:
* gap between HOMO and LUMO: 10.4 eV
* relative energy (zero: lowest compared OMol25 entry of this formula, charge and spin): 188.7 kJ/mol
* electronic energy: -439.454064 hartree
* SMILES string: N[C@@H](CO)CC=O.O
* largest force on an atom: 0.0309 Eh/bohr
* HOMO: -9.79 eV


Entry 9:
Computed, not measured: a molecular structure, C4H11NO3, with ωB97M-V/def2-TZVPD.

Element x y z (Å)
1 H 0.958 1.200 0.323
2 O 1.177 1.909 1.274
3 N 0.558 0.260 -0.475
4 H 1.632 2.687 0.934
5 H 0.127 0.597 -1.331
6 C -0.571 -0.470 0.244
7 H -0.379 -0.854 1.254
8 C -1.599 0.686 0.539
9 O -2.736 0.654 0.114
10 O -1.114 1.556 1.346
11 H -0.053 1.826 1.390
12 C 1.726 -0.633 -0.687
13 H 1.422 -1.671 -0.739
14 H 2.268 -0.353 -1.598
15 H 2.468 -0.405 0.090
16 C -1.292 -1.528 -0.585
17 H -2.122 -1.081 -1.138
18 H -0.693 -2.248 -1.143
19 H -1.774 -2.131 0.190

Computed properties:
* gap between HOMO and LUMO: 10.2 eV
* relative energy (zero: lowest compared OMol25 entry of this formula, charge and spin): 169.6 kJ/mol
* electronic energy: -439.461314 hartree
* largest force on an atom: 0.0396 Eh/bohr
* HOMO: -9.68 eV


Entry 10:
Computed, not measured: a molecular structure, C4H11NO3, with ωB97M-V/def2-TZVPD.

Element x y z (Å)
1 C 1.646 0.741 0.032
2 C 1.419 -1.227 0.470
3 N 1.266 1.000 -1.248
4 O 2.944 0.921 0.366
5 H 3.523 0.687 -0.372
6 H 0.998 1.168 0.789
7 H 0.246 0.873 -1.400
8 H 1.829 0.570 -1.971
9 H 2.145 -1.502 -0.299
10 H 0.709 -2.056 0.375
11 H 1.928 -1.268 1.432
12 C -3.313 0.114 0.286
13 C -1.841 0.111 -0.050
14 O -1.073 -0.242 0.942
15 O -1.437 0.377 -1.183
16 H 0.018 -0.564 0.695
17 H -3.645 -0.916 0.430
18 H -3.476 0.646 1.224
19 H -3.886 0.569 -0.518

Computed properties:
* gap between HOMO and LUMO: 9.5 eV
* relative energy (zero: lowest compared OMol25 entry of this formula, charge and spin): 277.8 kJ/mol
* electronic energy: -439.420114 hartree
* largest force on an atom: 0.0451 Eh/bohr
* HOMO: -8.87 eV


Taking the records one at a time from the top gives LUMO energy values of 6.1; 6.0; 0.5; -5.3; -4.1; 0.6; 0.7; 0.6; 0.5; 0.6 eV.